Formula: C16H25ClNO4P2PtS2
Source: the OMol25 dataset
Level of theory: ωB97M-V/def2-TZVPD

Each line ends with the natural charge from an NBO analysis.
CARTESIAN COORDINATES (ANGSTROEM)
C 0.21 -0.12 -5.46  -0.77
C 1.06 -0.02 -4.28  0.50
H 0.75 -0.11 -6.41  0.29
H -0.50 0.71 -5.41  0.28
H -0.39 -1.03 -5.36  0.27
O 2.18 0.08 -3.92  -0.43
Cl -2.19 -0.16 -2.14  -0.24
Pt 0.01 0.06 -1.42  0.37
P -0.11 2.40 -1.36  1.25
C 1.05 3.27 -0.25  -0.99
C 0.15 3.09 -3.01  -0.98
H 0.23 4.18 -2.94  0.31
H -1.85 4.01 -0.91  0.30
H -0.70 2.82 -3.64  0.27
H -2.50 2.37 -1.32  0.27
H 2.09 3.11 -0.55  0.28
H 1.07 2.68 -3.45  0.28
C -1.74 2.93 -0.77  -0.97
H 0.84 4.35 -0.21  0.30
H -1.83 2.67 0.30  0.27
H 0.92 2.85 0.76  0.28
P 0.21 -2.26 -1.14  1.22
C 1.48 -2.88 0.01  -0.98
C -1.33 -2.99 -0.52  -0.97
H -0.27 -2.84 -3.41  0.27
H 0.62 -4.14 -2.56  0.30
H 1.49 -2.69 -3.14  0.28
C 0.55 -3.06 -2.72  -0.98
H -2.17 -2.66 -1.15  0.28
H -1.25 -4.08 -0.55  0.29
H 1.40 -3.97 0.13  0.30
H 1.37 -2.42 1.00  0.26
H -1.52 -2.64 0.50  0.26
H 2.49 -2.65 -0.36  0.28
C 1.58 0.23 -0.41  0.56
O 2.54 0.28 0.24  -0.36
O 1.14 2.74 3.60  -0.81
S 1.26 1.34 3.27  2.24
O 2.56 0.73 3.26  -0.82
N 0.41 1.04 1.88  -0.66
C -0.72 0.34 2.06  -0.01
S -1.87 0.04 0.87  0.33
C -0.85 -0.17 3.42  0.00
C -1.77 -1.07 3.96  -0.20
C -1.64 -1.45 5.30  -0.05
C -0.62 -0.91 6.09  0.03
C 0.31 0.01 5.56  -0.22
C 0.16 0.35 4.22  -0.12
H -2.56 -1.46 3.32  0.26
H -2.33 -2.18 5.73  0.28
H -0.52 -1.19 7.14  0.28
H 1.12 0.47 6.14  0.29

As for the energy: -3037.8035 Ha. Its spin multiplicity is 5. The HOMO-LUMO gap (spin up / spin down) is 5.20 / 4.82 eV. For the HOMO energy (spin up / spin down), the calculation gives -15.733 / -18.819 eV. The total charge is +3. The expectation value of S² is 6.0578.

Formula: C16H25F9N3O4S
Source: the OMol25 dataset
Level of theory: ωB97M-V/def2-TZVPD

Each line ends with the natural charge from an NBO analysis.
CARTESIAN COORDINATES (ANGSTROEM)
C 1.40 -4.40 -0.75  -0.18
C 0.46 -4.03 -1.41  -0.07
C -0.62 -3.65 -2.31  -0.48
C -0.36 -2.29 -3.00  -0.42
C -0.58 -1.05 -2.12  -0.25
N -1.65 -1.23 -1.09  -0.57
C -3.02 -1.42 -1.73  -0.48
S -1.82 0.17 0.01  2.21
O -2.06 1.34 -0.75  -0.84
O -2.77 -0.27 0.97  -0.85
C -0.12 0.28 0.75  0.42
F 0.63 0.96 -0.12  -0.28
F 0.37 -0.97 0.82  -0.30
C -0.09 1.02 2.14  0.59
F 0.78 2.03 2.06  -0.27
F -1.29 1.55 2.39  -0.28
C 0.28 0.09 3.33  0.55
F -0.52 -0.99 3.32  -0.29
F 0.00 0.79 4.44  -0.28
C 1.79 -0.34 3.40  0.92
F 1.85 -1.68 3.45  -0.30
F 2.47 0.05 2.31  -0.30
F 2.37 0.13 4.48  -0.28
H 2.10 -4.89 -0.13  0.25
H -0.80 -4.41 -3.07  0.27
H -1.54 -3.64 -1.71  0.20
H 0.69 -2.28 -3.26  0.25
H -0.92 -2.24 -3.93  0.26
H -0.91 -0.23 -2.75  0.26
H 0.36 -0.78 -1.66  0.24
H -1.46 -2.02 -0.47  0.46
H -2.94 -1.48 -2.82  0.31
H -3.49 -2.30 -1.31  0.24
H -3.66 -0.58 -1.49  0.25
C 5.22 3.09 7.82  0.53
O 5.90 4.07 8.05  -0.61
N 4.17 3.07 6.97  -0.44
C 3.40 1.87 6.72  -0.40
C 3.82 4.30 6.28  -0.42
H 5.41 2.12 8.30  0.11
H 3.45 1.62 5.67  0.19
H 2.35 2.04 7.00  0.19
H 3.79 1.05 7.32  0.21
H 4.66 4.65 5.68  0.22
H 3.58 5.08 7.00  0.22
H 2.97 4.12 5.64  0.19
C -3.42 -0.72 -5.65  0.55
O -2.85 -1.03 -4.60  -0.73
N -2.88 0.05 -6.60  -0.39
C -3.61 0.38 -7.82  -0.40
C -1.53 0.56 -6.41  -0.42
H -4.44 -1.05 -5.88  0.13
H -3.06 0.02 -8.68  0.21
H -3.72 1.47 -7.89  0.21
H -4.59 -0.07 -7.80  0.22
H -0.83 -0.26 -6.30  0.21
H -1.49 1.18 -5.52  0.21
H -1.26 1.16 -7.28  0.22

As for the energy: -2386.5139 Ha. The HOMO-LUMO gap is 7.55 eV. For the HOMO energy, the calculation gives -10.606 eV. The total charge is +1.

Formula: C16H25IN7O5Pt
Source: the OMol25 dataset
Level of theory: ωB97M-V/def2-TZVPD

Each line ends with the natural charge from an NBO analysis.
CARTESIAN COORDINATES (ANGSTROEM)
Pt -1.20 0.51 -0.32  1.21
C -0.48 4.74 -0.60  -0.69
C -0.99 3.35 -0.49  0.28
N -0.23 2.32 -0.63  -0.18
O 1.07 2.58 -0.85  -0.53
C -2.41 3.11 -0.23  0.12
C -3.43 4.17 -0.03  -0.67
N -2.73 1.85 -0.24  -0.03
O -3.91 1.39 -0.14  -0.54
H 0.52 4.76 -1.02  0.27
H -0.45 5.19 0.40  0.25
H -1.15 5.34 -1.21  0.25
H 1.54 1.66 -0.91  0.51
H -3.01 5.00 0.53  0.24
H -4.28 3.75 0.50  0.26
H -3.79 4.56 -0.99  0.25
C -4.96 -2.07 0.55  -0.42
N -3.71 -2.82 0.42  -0.39
C -3.85 -4.25 0.14  -0.41
C -2.60 -2.15 0.08  0.66
N -2.61 -0.89 -0.25  -0.78
N -1.41 -2.85 0.11  -0.60
C -0.18 -2.33 -0.28  0.66
N 0.84 -3.19 -0.21  -0.76
N -0.05 -1.11 -0.66  -0.80
H -5.66 -2.67 1.14  0.23
H -5.41 -1.85 -0.42  0.21
H -4.79 -1.14 1.09  0.23
H -4.75 -4.61 0.62  0.24
H -3.03 -4.84 0.55  0.20
H -3.93 -4.45 -0.94  0.22
H -3.50 -0.38 -0.29  0.45
H -1.42 -3.75 0.54  0.42
H 0.72 -4.17 -0.04  0.41
H 1.77 -2.86 -0.42  0.44
H 0.92 -0.79 -0.88  0.45
I -1.45 2.02 2.90  0.25
C -0.85 0.43 1.71  -0.56
H -1.36 -0.47 2.04  0.21
H 0.24 0.33 1.71  0.26
O 4.74 -1.09 1.95  -0.68
C 5.18 -0.62 0.78  0.44
C 6.55 -0.58 0.56  -0.31
C 7.05 -0.13 -0.64  -0.15
C 6.20 0.31 -1.66  -0.27
C 4.84 0.28 -1.45  -0.13
C 4.30 -0.18 -0.23  -0.33
C 2.84 -0.19 -0.02  0.80
O 2.35 -0.73 1.00  -0.76
O 2.08 0.32 -0.93  -0.84
H 3.75 -1.08 1.91  0.51
H 7.21 -0.92 1.35  0.23
H 8.12 -0.10 -0.80  0.22
H 6.60 0.66 -2.60  0.22
H 4.15 0.61 -2.21  0.23

As for the energy: -1800.9322 Ha. The HOMO-LUMO gap is 5.47 eV. The energy relative to the best compared isomer or geometry (same formula, charge and spin) is 52.7 kJ/mol. For the HOMO energy, the calculation gives -10.204 eV. The total charge is +1.

Formula: C16H25N2O4
Source: the OMol25 dataset
Level of theory: ωB97M-V/def2-TZVPD

Each line ends with the natural charge from an NBO analysis.
CARTESIAN COORDINATES (ANGSTROEM)
C -2.18 0.74 -0.41  -0.39
N -1.96 -0.52 0.37  -0.46
C -2.57 -0.59 1.66  -0.25
H -2.29 0.47 2.21  0.23
H -3.55 -0.50 1.78  0.23
C -1.62 -1.58 2.45  -0.20
N -1.06 -2.65 1.54  -0.44
C -2.27 -2.77 0.42  -0.27
H -1.90 -3.61 -0.20  0.22
H -3.17 -3.13 0.89  0.22
C -2.38 -1.62 -0.68  -0.18
H -1.77 -1.56 -1.48  0.24
H -3.36 -1.36 -0.60  0.21
C 0.05 -3.15 1.40  -0.19
H 0.38 -3.02 2.53  0.19
H 0.20 -4.13 1.06  0.22
C 1.19 -2.31 0.74  0.07
C 1.72 -1.01 1.23  -0.13
O 0.42 -0.12 1.35  -0.60
C 1.09 1.22 1.43  -0.02
C 1.37 2.04 0.21  -0.12
C 2.12 3.17 0.08  -0.13
C 2.35 3.83 -1.01  -0.29
C 2.24 3.20 -2.21  0.28
C 1.26 2.12 -2.25  0.22
C 1.10 1.27 -1.00  -0.22
H 0.82 0.39 -0.94  0.19
O 1.26 1.58 -3.57  -0.50
C 2.06 2.69 -4.27  0.25
O 2.41 3.66 -3.33  -0.42
H 2.68 2.31 -4.89  0.17
H 1.09 3.19 -4.88  0.16
H 2.80 4.82 -0.88  0.25
H 2.24 3.73 1.31  0.19
H 0.23 1.86 2.00  0.18
H 1.76 1.22 2.06  0.17
H 1.93 -1.13 2.24  0.22
H 2.58 -0.76 0.48  0.26
H 1.97 -2.95 0.44  0.20
O 0.61 -1.99 -0.86  -0.83
H 0.81 -2.85 -1.21  0.47
H -0.66 -1.29 2.78  0.23
H -2.35 -1.96 3.13  0.21
H -0.73 -0.39 0.50  0.55
H -1.82 1.79 0.02  0.23
H -1.87 0.72 -1.29  0.20
H -3.26 0.90 -0.35  0.20

As for the energy: -1034.3466 Ha. The HOMO-LUMO gap is 8.32 eV. The energy relative to the best compared isomer or geometry (same formula, charge and spin) is 1524.1 kJ/mol. For the HOMO energy, the calculation gives -10.460 eV. The total charge is +1.

Formula: C16H25N3O3
Source: the OMol25 dataset
Level of theory: ωB97M-V/def2-TZVPD

Each line ends with the natural charge from an NBO analysis.
CARTESIAN COORDINATES (ANGSTROEM)
C -6.88 -0.47 0.77  -0.63
C -6.08 -0.93 -0.44  -0.07
O -4.68 -0.86 -0.19  -0.52
C -4.09 0.35 -0.36  0.79
O -4.70 1.32 -0.73  -0.61
C -2.67 0.31 -0.06  -0.28
C -1.92 -0.79 0.36  0.24
C -2.31 -2.19 0.64  -0.64
N -0.64 -0.37 0.51  -0.49
C -0.53 0.97 0.22  -0.03
C 0.73 1.73 0.36  0.66
O 0.77 2.80 0.95  -0.62
N 1.84 1.16 -0.17  -0.44
C 1.92 0.05 -1.09  -0.23
C 2.86 -1.01 -0.53  -0.22
N 4.17 -0.43 -0.33  -0.44
C 5.17 -1.42 0.05  -0.21
C 6.59 -0.91 -0.17  -0.61
C 4.09 0.67 0.61  -0.23
C 3.14 1.75 0.07  -0.23
C -1.78 1.43 -0.13  0.05
C -2.14 2.81 -0.53  -0.64
H -7.94 -0.59 0.56  0.21
H -6.62 -1.07 1.64  0.21
H -6.68 0.57 0.97  0.23
H -6.27 -1.98 -0.68  0.18
H -6.31 -0.30 -1.31  0.20
H -1.45 -2.77 0.96  0.21
H -3.08 -2.22 1.41  0.24
H -2.74 -2.65 -0.26  0.24
H 0.11 -0.94 0.87  0.41
H 0.93 -0.36 -1.29  0.23
H 2.34 0.42 -2.03  0.20
H 2.94 -1.84 -1.24  0.21
H 2.44 -1.42 0.42  0.15
H 5.01 -2.30 -0.59  0.19
H 5.04 -1.74 1.10  0.16
H 7.29 -1.74 -0.07  0.21
H 6.68 -0.49 -1.17  0.22
H 6.86 -0.15 0.56  0.20
H 5.08 1.11 0.74  0.21
H 3.72 0.33 1.60  0.17
H 3.02 2.56 0.79  0.25
H 3.54 2.14 -0.87  0.19
H -1.34 3.49 -0.27  0.24
H -2.33 2.86 -1.60  0.22
H -3.06 3.12 -0.03  0.24

As for the energy: -1014.7073 Ha. The SMILES is CCOC(=O)c1c(C)[nH]c(C(=O)N2CCN(CC)CC2)c1C. The HOMO-LUMO gap is 8.86 eV. The energy relative to the best compared isomer or geometry (same formula, charge and spin) is 78.7 kJ/mol. For the HOMO energy, the calculation gives -8.284 eV.

Formula: C16H25N3O3
Source: the OMol25 dataset
Level of theory: ωB97M-V/def2-TZVPD

Each line ends with the natural charge from an NBO analysis.
CARTESIAN COORDINATES (ANGSTROEM)
C -4.42 -2.59 0.59  -0.60
C -3.50 -1.74 -0.28  -0.39
C -3.06 -0.44 0.40  -0.22
C -4.19 0.58 0.45  -0.61
C -1.86 0.17 -0.34  -0.12
N -0.76 -0.77 -0.43  -0.63
C 0.16 -0.69 -1.42  0.80
N 1.12 -1.67 -1.40  -0.83
O 0.10 0.14 -2.32  -0.69
C -1.32 1.43 0.36  0.69
O -1.45 1.64 1.55  -0.66
N -0.64 2.23 -0.48  -0.63
C 0.15 3.35 -0.01  -0.22
C 1.63 3.18 -0.33  -0.43
C 2.20 1.84 0.05  -0.07
C 1.81 1.17 1.21  -0.15
C 2.33 -0.07 1.53  -0.28
C 3.28 -0.67 0.70  0.29
O 3.71 -1.91 1.09  -0.51
C 4.74 -2.52 0.35  -0.25
C 3.69 0.00 -0.45  -0.32
C 3.14 1.23 -0.76  -0.17
H -4.67 -3.52 0.09  0.21
H -3.93 -2.83 1.53  0.20
H -5.35 -2.07 0.81  0.20
H -4.01 -1.50 -1.22  0.20
H -2.62 -2.33 -0.54  0.21
H -2.74 -0.66 1.42  0.21
H -3.87 1.47 0.97  0.23
H -5.05 0.17 0.98  0.21
H -4.50 0.85 -0.56  0.20
H -2.14 0.42 -1.37  0.23
H -0.56 -1.31 0.40  0.40
H 1.33 -2.14 -0.54  0.39
H 1.89 -1.52 -2.03  0.40
H -0.44 1.88 -1.41  0.43
H -0.22 4.27 -0.48  0.20
H -0.02 3.42 1.07  0.23
H 2.19 3.97 0.19  0.22
H 1.78 3.32 -1.40  0.21
H 1.08 1.61 1.88  0.22
H 2.02 -0.59 2.42  0.22
H 5.64 -1.89 0.33  0.18
H 4.43 -2.74 -0.67  0.17
H 4.97 -3.45 0.87  0.20
H 4.43 -0.43 -1.11  0.22
H 3.46 1.73 -1.66  0.21

As for the energy: -1014.7371 Ha. The SMILES is CC[C@H](C)[C@H](NC(N)=O)C(=O)NCCc1ccc(OC)cc1. The HOMO-LUMO gap is 9.14 eV. The energy relative to the best compared isomer or geometry (same formula, charge and spin) is 0.5 kJ/mol. For the HOMO energy, the calculation gives -8.488 eV.